# 1
15
Properties=species:S:1:pos:R:3 method="wB97M-V/def2-TZVPD" max_force_ev_per_a=3.84 smiles="O=c1nccc2[nH]ccn12" charge=0 de_lowest_kj_mol=27.7 energy_ha=-471.1359 lumo_ha=0.018 homo_lumo_gap_ha=0.31825
O -1.58074 2.34418 0.02862
N -2.35055 0.23030 -0.06327
N 1.58720 -0.70181 -0.02179
N 0.00573 0.67477 0.07915
C -2.04278 -1.07311 -0.04867
C 1.19561 1.48978 -0.02878
C -0.75325 -1.57604 0.01932
C 0.24467 -0.59381 0.10260
C -1.38038 1.14962 -0.03035
C 2.21615 0.62040 -0.10501
H -2.99570 -1.64987 -0.04156
H -0.38637 -2.63206 0.03560
H 3.24414 0.80339 0.07045
H 2.02641 -1.58591 -0.01534
H 0.96986 2.50017 0.01905

# 2
24
Properties=species:S:1:pos:R:3 method="wB97M-V/def2-TZVPD" max_force_ev_per_a=0.54 smiles=O.O.O.O.O.O.O.O charge=0 de_lowest_kj_mol=169.1 energy_ha=-611.5182 lumo_ha=-0.005 homo_lumo_gap_ha=0.40151
O 0.18582 0.14184 -0.46943
O -3.16022 -0.02531 -0.44391
O -2.71215 0.33701 2.64956
O 1.27351 2.80341 -1.16183
O 0.84161 -1.00756 -3.70219
O -2.64657 -2.18568 1.39284
O 2.60247 -0.95458 1.25325
O 3.82566 1.15568 -0.15550
H 0.79256 -0.41079 -4.45603
H 3.09324 1.38547 -0.74859
H 0.92003 -0.17822 0.07202
H -0.60908 -0.23992 -0.07610
H -3.09104 0.29726 0.46814
H 0.73071 3.31524 -1.76960
H -3.20128 -0.98043 -0.35601
H 3.05562 -0.11751 1.00934
H 0.60269 -0.46237 -2.94093
H 2.68366 -1.01072 2.21094
H -1.72006 -2.40739 1.55393
H -1.90653 -0.16784 2.52129
H -3.40297 -0.33093 2.72199
H 4.20373 2.00553 0.09661
H -3.06514 -3.03561 1.20264
H 0.70374 2.07343 -0.87243

# 3
120
Properties=species:S:1:pos:R:3 method="wB97M-V/def2-TZVPD" max_force_ev_per_a=2.75 charge=-1 de_lowest_kj_mol=0.0 energy_ha=-2043.8228 lumo_ha="0.075 / 0.073" multiplicity=2 homo_lumo_gap_ha="0.04516 / 0.32002"
O -1.36534 -2.35996 -3.97203
O 2.35344 3.66272 2.39857
O -2.87098 -4.41512 0.18768
O 5.23027 -0.17087 0.33458
O 1.30935 0.78346 -5.61488
O 4.20508 0.53664 5.46306
O -5.99181 0.28502 0.78283
O 0.82685 -0.40919 0.41578
N 2.89355 -1.36958 2.60794
N 0.61285 -0.77600 -2.27937
N -4.43916 -0.29510 -4.40210
N 0.64242 -3.39182 0.88873
N -7.74708 3.24733 2.18962
N 4.78250 3.58259 0.89208
C 1.57447 -0.61501 4.57628
C 6.57225 -0.15560 -0.23914
C 0.49472 4.51982 1.20295
C 1.23449 0.58694 -7.05422
C 2.88278 -0.46189 3.74045
C 0.94335 0.20940 -3.31678
C 4.19913 -0.53069 4.57237
C -8.53136 1.75280 0.50956
C 0.96671 -0.28327 -4.75888
C 5.56150 0.80833 5.95931
C -3.10900 -0.75921 -3.88826
C 0.54236 0.91761 0.82407
C -1.46188 -4.32269 -0.15137
C -0.70553 1.37658 0.06988
C -3.21635 -0.93953 -2.39911
C 4.55349 1.12583 0.48737
C -3.60288 -5.24408 -0.62851
C 0.96950 3.86818 2.50144
C -6.10145 1.58495 1.35746
C -4.62765 -0.08973 0.67718
C 2.31627 0.65370 -2.90162
C -7.54808 1.93441 1.65470
C -0.73017 -3.41469 -4.70843
C -0.77744 -3.74038 1.09282
C -2.65886 -2.04802 -4.60337
C 5.74952 2.12581 2.56793
C -1.57982 -2.53832 1.61952
C 5.40818 2.27946 1.07985
H -2.64920 -2.70422 1.74989
H 3.10476 -0.09081 -3.01152
H -1.07475 2.36199 0.35403
H -1.53261 0.66845 0.12072
H -8.63200 3.33803 2.66794
H 1.21094 1.53365 -7.59393
H 0.25242 1.04917 -3.24269
H 5.71671 1.57746 6.71591
H 0.33643 0.91810 1.89444
H 2.64279 3.47823 3.29514
H -7.81341 1.26842 2.47577
H -4.51730 0.61136 -3.96355
H 6.37643 2.97281 2.84665
H 6.53542 0.38107 -1.18715
H 0.51325 2.89521 2.68382
H -1.13784 -2.16782 2.54445
H 1.19810 -3.17118 1.70275
H -0.36008 1.32898 -0.96284
H 4.86175 2.18257 3.19783
H 1.33132 -1.46395 -2.45443
H -3.86366 -1.78135 -2.15326
H 5.97279 -0.06993 6.45692
H 0.74248 -2.52087 0.38719
H 6.83670 -1.19883 -0.41185
H 0.67366 4.45007 3.37436
H -3.98500 0.67293 0.23736
H -2.26634 -1.30827 -2.01233
H -8.29012 2.36021 -0.36277
H 1.29477 1.68846 0.65738
H -9.52981 1.98385 0.88081
H 6.21729 1.17458 2.82184
H 2.30976 0.98404 -1.86290
H -1.00076 -5.30408 -0.26249
H 0.25278 -3.63270 -4.29083
H 1.39566 0.16879 5.31233
H 4.03561 3.61784 1.57105
H -4.18284 -0.44494 1.60673
H 5.48345 4.22382 1.23505
H -0.58721 -3.15054 -5.75623
H -4.63093 -4.98658 -0.37379
H 5.00250 -0.42374 3.84350
H -3.51248 -6.30221 -0.38294
H 0.71928 -0.44506 -0.53750
H -7.13621 3.27069 2.99361
H -2.51976 -1.94206 -5.67925
H -2.29823 -0.03912 -3.99871
H -3.60702 -0.04087 -1.92172
H 0.66417 -0.72653 3.98720
H -1.43683 -1.66734 0.97996
H 6.28575 0.95571 5.15816
H 7.24510 0.31962 0.47468
H 1.71395 -1.07127 -4.85267
H -8.59868 0.72053 0.16605
H 4.31237 -1.52135 5.01268
H 1.61869 -1.52815 5.16985
H 6.32057 2.36090 0.48909
H 0.02179 -0.68098 -5.12909
H -5.66806 2.33592 0.69691
H -1.31325 -4.30987 -4.49220
H 2.57617 1.51390 -3.51856
H 2.04079 -1.19522 2.09560
H 0.93585 5.51051 1.09326
H 0.95037 3.98736 0.36810
H 4.21892 1.38592 -0.51688
H -0.19217 -1.19875 -2.71904
H -4.41677 -1.00011 0.11609
H 0.35813 -0.04533 -7.19682
H 2.15013 0.03760 -7.27312
H -4.36929 -0.09445 -5.38951
H 2.76678 0.53383 3.31245
H -3.42562 -2.78431 -4.36240
H -0.85742 -4.54334 1.82559
H 3.58512 0.93601 0.95033
H -5.59035 1.64828 2.31812
H -1.25544 -3.65819 -0.99037
H -3.35928 -5.15712 -1.68738
H -0.57391 4.57524 0.99547
H 3.64277 -1.12151 1.97769

Please write out number 2 again, unchanged.
24
Properties=species:S:1:pos:R:3 method="wB97M-V/def2-TZVPD" max_force_ev_per_a=0.54 smiles=O.O.O.O.O.O.O.O charge=0 de_lowest_kj_mol=169.1 energy_ha=-611.5182 lumo_ha=-0.005 homo_lumo_gap_ha=0.40151
O 0.18582 0.14184 -0.46943
O -3.16022 -0.02531 -0.44391
O -2.71215 0.33701 2.64956
O 1.27351 2.80341 -1.16183
O 0.84161 -1.00756 -3.70219
O -2.64657 -2.18568 1.39284
O 2.60247 -0.95458 1.25325
O 3.82566 1.15568 -0.15550
H 0.79256 -0.41079 -4.45603
H 3.09324 1.38547 -0.74859
H 0.92003 -0.17822 0.07202
H -0.60908 -0.23992 -0.07610
H -3.09104 0.29726 0.46814
H 0.73071 3.31524 -1.76960
H -3.20128 -0.98043 -0.35601
H 3.05562 -0.11751 1.00934
H 0.60269 -0.46237 -2.94093
H 2.68366 -1.01072 2.21094
H -1.72006 -2.40739 1.55393
H -1.90653 -0.16784 2.52129
H -3.40297 -0.33093 2.72199
H 4.20373 2.00553 0.09661
H -3.06514 -3.03561 1.20264
H 0.70374 2.07343 -0.87243